Entry 1:
Formula: C5H10O
Source: OMol25
Level of theory: the ωB97M-V functional and the def2-TZVPD basis

Last column: Löwdin charge in e.
Element x y z (Å)
1 C -2.257 -0.249 0.621  -0.120
2 C -1.114 -0.239 -0.389  -0.262
3 C 0.062 0.639 0.053  -0.169
4 C 1.336 0.262 -0.668  -0.310
5 C 2.547 -0.122 0.060  -0.123
6 O 1.716 -1.104 -0.536  -0.050
7 H -3.054 -0.930 0.303  0.069
8 H -1.898 -0.591 1.599  0.073
9 H -2.695 0.748 0.754  0.072
10 H -1.480 0.089 -1.370  0.111
11 H -0.739 -1.261 -0.514  0.107
12 H -0.155 1.702 -0.119  0.121
13 H 0.216 0.516 1.133  0.115
14 H 1.454 0.649 -1.683  0.144
15 H 3.530 -0.003 -0.396  0.108
16 H 2.532 -0.107 1.151  0.113

Properties
gap between HOMO and LUMO	11.48	eV
multiplicity	1
SMILES	CCC[C@H]1CO1
max |F|	0.32	eV/Å
highest occupied orbital energy	-10.2	eV
total charge	0



Entry 2:
Formula: C4H11NO2
Source: OMol25
Level of theory: the ωB97M-V functional and the def2-TZVPD basis

Last column: Löwdin charge in e.
Element x y z (Å)
1 N 0.572 -1.983 1.632  -0.006
2 C 0.743 -0.492 1.353  -0.271
3 C 0.581 -0.280 -0.120  -0.248
4 C 0.335 1.174 -0.535  -0.177
5 C 0.191 1.182 -2.070  -0.222
6 O -0.964 1.151 -2.407  0.038
7 H 1.000 -2.244 2.526  0.064
8 H -0.325 -2.380 1.506  0.037
9 H 1.731 -0.292 1.669  0.086
10 H 0.058 0.259 1.986  0.149
11 H 1.551 -0.538 -0.603  0.128
12 H -0.223 -0.991 -0.550  0.129
13 H 1.216 1.771 -0.386  0.103
14 H -0.556 1.645 -0.074  0.119
15 H 0.966 1.514 -2.759  0.123
16 O -2.575 0.172 -0.118  -0.054
17 H -2.474 0.768 -0.850  0.003
18 H -1.828 -0.437 -0.201  -0.001

Properties
gap between HOMO and LUMO	10.19	eV
multiplicity	1
SMILES	NCCCC=O.O
max |F|	3.65	eV/Å
highest occupied orbital energy	-9.4	eV
total charge	0



Entry 3:
Formula: CH3ClFNO2S2
Source: OMol25
Level of theory: the ωB97M-V functional and the def2-TZVPD basis

Last column: Löwdin charge in e.
Element x y z (Å)
1 C -1.984 0.272 0.241  -0.728
2 N 1.269 -0.803 -0.743  -0.147
3 O 0.880 0.108 1.540  -0.344
4 O 2.452 1.183 -0.032  -0.323
5 F -3.181 0.419 -0.273  -0.024
6 S -0.298 1.620 -0.531  0.574
7 S 1.273 0.461 0.229  0.190
8 Cl -1.566 -1.388 -0.229  0.690
9 H -1.885 0.624 1.192  0.030
10 H 2.278 -0.977 -1.030  0.129
11 H 0.762 -1.520 -0.365  -0.047

Properties
gap between HOMO and LUMO (spin up / spin down)	9.14 / 9.14	eV
multiplicity	1
max |F|	4.55	eV/Å
highest occupied orbital energy (spin up / spin down)	-9.8 / -9.8	eV
total charge	0



Entry 4:
Formula: C4H22N2O7S
Source: OMol25
Level of theory: the ωB97M-V functional and the def2-TZVPD basis

Last column: Löwdin charge in e.
Element x y z (Å)
1 N 1.784 -1.274 0.100  0.016
2 C 0.640 -0.754 0.849  -0.255
3 N 0.032 0.390 0.052  -0.019
4 C -0.371 1.573 0.957  -0.330
5 C 0.516 2.706 0.399  -0.213
6 O 0.622 3.763 0.962  0.069
7 C -1.858 1.937 0.882  -0.520
8 S -2.798 1.859 2.413  0.749
9 H 1.406 -1.714 -0.725  0.028
10 H 2.404 -0.528 -0.182  0.035
11 H 1.063 -0.355 1.771  0.109
12 H -0.113 -1.516 0.999  0.084
13 H -0.878 0.002 -0.192  0.042
14 H -0.101 1.274 1.970  0.117
15 H 0.976 2.428 -0.564  0.106
16 H -2.354 1.173 0.275  0.064
17 H -1.933 2.854 0.291  0.083
18 H -1.889 2.325 3.308  -0.111
19 O 3.616 0.837 -1.782  -0.042
20 H 4.528 1.138 -1.690  0.053
21 H 3.054 1.598 -1.613  0.028
22 O 1.760 -1.285 -2.938  -0.065
23 H 1.456 -0.453 -2.567  -0.030
24 H 2.622 -1.400 -2.523  0.031
25 O 0.331 1.141 -3.233  -0.054
26 H -0.157 1.923 -2.952  0.044
27 H 0.001 0.479 -2.614  -0.013
28 O -0.876 -4.119 2.442  -0.064
29 H -1.775 -3.780 2.409  0.012
30 H -0.605 -4.057 1.520  0.029
31 O -1.684 -1.156 -1.871  -0.058
32 H -1.094 -1.929 -1.956  0.059
33 H -1.922 -1.115 -2.810  0.059
34 O -1.996 -1.513 2.558  -0.078
35 H -1.765 -1.655 3.483  0.054
36 H -2.643 -0.797 2.575  -0.018

Properties
gap between HOMO and LUMO	9.43	eV
multiplicity	1
SMILES	NCN[C@@H](C=O)CS.O.O.O.O.O.O
max |F|	2.71	eV/Å
highest occupied orbital energy	-9.2	eV
total charge	0



Entry 5:
Formula: C20H24O2
Source: OMol25
Level of theory: the ωB97M-V functional and the def2-TZVPD basis

Last column: Löwdin charge in e.
Element x y z (Å)
1 C -1.263 -2.239 -2.531  -0.116
2 C -1.208 -0.717 -2.577  -0.265
3 C -2.310 -0.085 -1.732  -0.221
4 C -2.209 1.438 -1.728  -0.210
5 C -3.215 2.078 -0.764  -0.202
6 C -2.954 1.650 0.595  -0.033
7 C -2.707 1.272 1.705  -0.028
8 C -2.375 0.707 3.005  -0.195
9 C -1.791 -0.607 2.793  -0.032
10 C -1.323 -1.681 2.539  -0.026
11 C -0.699 -2.955 2.219  -0.189
12 C 0.317 -2.756 1.196  -0.027
13 C 1.134 -2.556 0.342  -0.022
14 C 2.147 -2.314 -0.671  -0.180
15 C 2.978 -1.181 -0.296  -0.014
16 C 3.625 -0.229 0.036  -0.029
17 C 4.408 0.939 0.388  -0.193
18 C 3.629 2.234 0.132  -0.187
19 C 2.397 2.342 1.032  -0.096
20 C 1.319 1.365 0.619  -0.546
21 O 0.875 1.264 -0.494  0.096
22 O 0.877 0.653 1.653  0.112
23 H -2.230 -2.597 -2.880  0.070
24 H -1.113 -2.594 -1.513  0.054
25 H -0.493 -2.674 -3.166  0.065
26 H -0.245 -0.366 -2.202  0.088
27 H -1.306 -0.379 -3.612  0.109
28 H -2.225 -0.449 -0.705  0.106
29 H -3.289 -0.391 -2.112  0.118
30 H -1.197 1.719 -1.432  0.090
31 H -2.387 1.822 -2.736  0.115
32 H -3.142 3.169 -0.820  0.115
33 H -4.234 1.789 -1.039  0.118
34 H -3.277 0.622 3.621  0.123
35 H -1.653 1.349 3.522  0.124
36 H -1.458 -3.656 1.854  0.126
37 H -0.236 -3.378 3.118  0.126
38 H 2.770 -3.208 -0.788  0.127
39 H 1.658 -2.098 -1.627  0.114
40 H 4.687 0.877 1.445  0.122
41 H 5.326 0.942 -0.207  0.119
42 H 4.286 3.086 0.316  0.112
43 H 3.304 2.264 -0.910  0.119
44 H 1.971 3.345 0.942  0.129
45 H 2.654 2.159 2.076  0.121
46 H 0.179 0.025 1.394  0.091

Properties
gap between HOMO and LUMO	10.16	eV
multiplicity	1
SMILES	CCCCCC#CCC#CCC#CCC#CCCCC(=O)O
max |F|	0.65	eV/Å
highest occupied orbital energy	-9.3	eV
total charge	0



Entry 6:
Formula: C16H33AgGeNSi2
Source: OMol25
Level of theory: the ωB97M-V functional and the def2-TZVPD basis

Last column: Löwdin charge in e.
Element x y z (Å)
1 Ag 0.594 0.692 -0.869  0.684
2 C -0.099 -2.785 -1.674  -0.190
3 Si -0.716 -2.200 0.005  0.366
4 C -0.962 -3.786 1.005  -0.190
5 C -2.440 -1.483 -0.204  -0.183
6 C 0.465 -1.000 0.700  -0.480
7 C 1.881 -1.461 0.586  -0.424
8 C 2.442 -2.510 1.341  -0.049
9 C 3.767 -2.862 1.165  -0.090
10 C 4.540 -2.173 0.237  -0.101
11 C 3.926 -1.155 -0.473  -0.155
12 N 2.649 -0.809 -0.308  0.061
13 Si 0.125 -0.165 2.284  0.367
14 C -1.520 0.743 2.283  -0.184
15 C 0.070 -1.277 3.813  -0.191
16 C 1.496 1.073 2.643  -0.190
17 H -0.816 -3.460 -2.155  0.021
18 H 0.852 -3.319 -1.571  0.026
19 H 0.072 -1.930 -2.334  0.014
20 H -1.688 -4.436 0.504  0.020
21 H -1.337 -3.572 2.012  0.011
22 H -0.026 -4.347 1.109  0.016
23 H -3.040 -2.127 -0.856  0.027
24 H -2.394 -0.486 -0.651  -0.001
25 H -2.961 -1.401 0.754  0.015
26 H 1.818 -3.033 2.057  0.096
27 H 4.199 -3.669 1.746  0.096
28 H 5.580 -2.418 0.070  0.086
29 H 4.479 -0.582 -1.212  0.099
30 H -2.362 0.052 2.381  0.015
31 H -1.651 1.308 1.356  0.000
32 H -1.564 1.443 3.124  0.027
33 H -0.708 -2.042 3.725  0.011
34 H -0.144 -0.675 4.703  0.020
35 H 1.026 -1.787 3.976  0.015
36 H 1.603 1.772 1.808  0.014
37 H 2.456 0.561 2.771  0.025
38 H 1.294 1.647 3.554  0.021
39 C -1.585 3.986 -0.680  -0.240
40 Ge -1.091 3.195 -2.413  0.632
41 C -2.543 1.973 -2.930  -0.239
42 C -1.225 4.697 -3.699  -0.256
43 C 0.593 2.299 -2.326  -0.475
44 H -2.559 4.480 -0.733  0.007
45 H -0.838 4.725 -0.377  0.009
46 H -1.623 3.210 0.089  -0.018
47 H -3.503 2.496 -2.972  0.006
48 H -2.619 1.153 -2.211  -0.018
49 H -2.341 1.541 -3.914  0.009
50 H -2.230 5.128 -3.662  0.000
51 H -1.033 4.357 -4.720  0.001
52 H -0.503 5.482 -3.460  0.001
53 H 1.366 3.033 -2.074  -0.074
54 H 0.831 1.906 -3.322  -0.073

Properties
gap between HOMO and LUMO	7.21	eV
multiplicity	1
max |F|	0.50	eV/Å
highest occupied orbital energy	-4.2	eV
total charge	-1



- Which of these has the lowest max |F|?
  C5H10O